No. 1
The following is a quantum chemistry calculation of a 12-piece molecular cluster, C41H111N5O12 overall in a non-equilibrium geometry, from the OMol25 dataset.

Summary:
M (Da): 866.4
Total energy (a.u.): -2805.219063
Gap between HOMO and LUMO (Eh): 0.35519
Relative energy (zero: lowest compared OMol25 entry of this formula, charge and spin) (kcal per mole): 24.99
Charge: 0
Structure (SMILES): COC[C@H](C)N.COC[C@H](C)N.COC[C@H](C)N.COC[C@H](C)N.COC[C@H](C)N.CC(C)O.CC(C)O.CC(C)O.CC(C)O.CC(C)O.CC(C)O.CC(C)O

Positions of all 169 atoms, in Å:
C1 -24.41 2.96 -1.92
O1 -24.19 4.27 -1.40
C2 -22.80 4.53 -1.26
C3 -22.62 5.97 -1.21
C4 -21.12 6.33 -1.13
N1 -23.33 6.70 -0.16
H1 -24.09 2.85 -2.98
H2 -25.46 2.74 -1.87
H3 -23.89 2.25 -1.25
H4 -22.45 4.07 -0.34
H5 -22.23 4.17 -2.12
H6 -22.88 6.43 -2.17
H7 -20.61 5.82 -0.29
H8 -20.97 7.41 -0.98
H9 -20.66 6.07 -2.09
H10 -22.77 6.73 0.66
H11 -24.15 6.19 0.11
C5 -29.86 -6.27 3.04
O2 -28.95 -5.17 2.97
C6 -29.69 -3.95 3.01
C7 -30.08 -3.48 4.41
C8 -30.66 -2.04 4.29
N2 -28.90 -3.41 5.27
H12 -29.28 -7.18 3.02
H13 -30.51 -6.29 2.14
H14 -30.45 -6.23 3.97
H15 -29.16 -3.15 2.51
H16 -30.62 -4.03 2.45
H17 -30.89 -4.15 4.77
H18 -30.87 -1.68 5.31
H19 -31.57 -2.02 3.69
H20 -29.99 -1.38 3.76
H21 -29.10 -3.12 6.21
H22 -28.36 -4.25 5.23
C9 -31.62 -3.19 -2.64
O3 -30.45 -3.77 -3.05
C10 -30.14 -4.85 -2.26
C11 -29.58 -4.50 -0.87
C12 -28.56 -3.38 -0.95
N3 -29.21 -5.86 -0.41
H23 -31.91 -2.40 -3.30
H24 -31.52 -2.76 -1.65
H25 -32.50 -3.90 -2.61
H26 -30.88 -5.64 -2.15
H27 -29.34 -5.42 -2.77
H28 -30.35 -4.22 -0.20
H29 -27.82 -3.69 -1.71
H30 -27.98 -3.49 -0.03
H31 -28.96 -2.38 -1.18
H32 -28.55 -5.79 0.38
H33 -28.71 -6.31 -1.19
C13 -23.35 -1.40 7.35
O4 -24.21 -0.80 6.42
C14 -25.00 -1.71 5.71
C15 -25.80 -0.84 4.70
C16 -26.57 0.19 5.55
N4 -26.82 -1.60 3.94
H34 -22.79 -0.54 7.79
H35 -22.65 -2.12 6.89
H36 -23.89 -2.01 8.07
H37 -24.55 -2.54 5.18
H38 -25.70 -2.28 6.31
H39 -25.06 -0.40 4.04
H40 -27.28 -0.37 6.14
H41 -27.07 0.79 4.80
H42 -25.89 0.74 6.22
H43 -26.49 -2.50 3.58
H44 -27.55 -1.93 4.59
C17 -20.79 -5.96 2.75
O5 -22.04 -5.88 2.16
C18 -22.96 -5.29 3.06
C19 -24.27 -5.07 2.34
C20 -24.20 -3.96 1.30
N5 -25.33 -4.66 3.33
H45 -20.13 -6.46 2.06
H46 -20.85 -6.54 3.70
H47 -20.44 -4.96 3.04
H48 -23.14 -5.93 3.92
H49 -22.65 -4.28 3.43
H50 -24.60 -6.01 1.89
H51 -25.16 -4.00 0.79
H52 -23.35 -4.02 0.63
H53 -24.17 -3.00 1.79
H54 -26.14 -4.59 2.71
H55 -25.57 -5.44 3.96
C21 -27.69 1.47 -4.73
C22 -26.82 1.70 -5.94
C23 -27.61 2.12 -7.15
O6 -25.75 2.73 -5.66
H56 -28.22 2.38 -4.49
H57 -27.00 1.26 -3.90
H58 -28.43 0.69 -4.90
H59 -26.15 0.88 -6.17
H60 -28.04 3.07 -6.95
H61 -28.36 1.35 -7.37
H62 -26.96 2.21 -8.02
H63 -26.24 3.44 -5.25
C24 -30.85 1.49 2.08
C25 -30.79 0.93 0.61
C26 -31.12 -0.56 0.59
O7 -31.74 1.58 -0.25
H64 -31.80 1.24 2.58
H65 -30.77 2.56 2.07
H66 -30.07 1.01 2.69
H67 -29.77 1.03 0.19
H68 -32.05 -0.78 1.12
H69 -30.31 -1.19 0.99
H70 -31.25 -0.78 -0.48
H71 -31.92 2.50 -0.10
C27 -27.83 3.16 2.45
C28 -26.47 2.90 3.06
C29 -25.48 3.84 2.36
O8 -26.48 3.16 4.49
H72 -27.86 2.73 1.45
H73 -28.16 4.18 2.39
H74 -28.63 2.60 2.98
H75 -26.13 1.86 2.94
H76 -24.51 3.79 2.86
H77 -25.84 4.86 2.35
H78 -25.30 3.56 1.29
H79 -25.60 3.01 4.82
C30 -22.20 -0.41 -2.24
C31 -22.91 -1.76 -2.05
C32 -24.33 -1.68 -2.63
O9 -22.16 -2.85 -2.60
H80 -22.76 0.39 -1.79
H81 -22.20 -0.19 -3.31
H82 -21.19 -0.52 -1.88
H83 -22.98 -1.99 -0.97
H84 -24.85 -2.58 -2.27
H85 -24.30 -1.74 -3.72
H86 -24.82 -0.74 -2.34
H87 -21.70 -2.54 -3.38
C33 -28.66 3.86 -1.15
C34 -28.45 5.33 -1.36
C35 -27.32 5.80 -0.48
O10 -28.21 5.52 -2.79
H88 -29.05 3.56 -0.18
H89 -27.68 3.44 -1.27
H90 -29.33 3.54 -1.95
H91 -29.40 5.82 -1.11
H92 -26.38 5.29 -0.71
H93 -27.62 5.71 0.58
H94 -27.05 6.82 -0.69
H95 -27.72 6.33 -2.95
C36 -22.20 1.55 1.88
C37 -20.93 2.38 2.10
C38 -19.99 2.34 0.92
O11 -21.34 3.75 2.37
H96 -21.99 0.48 1.80
H97 -22.70 1.91 0.98
H98 -22.83 1.76 2.72
H99 -20.39 1.94 2.98
H100 -19.13 3.00 1.22
H101 -20.52 2.79 0.07
H102 -19.63 1.37 0.61
H103 -20.55 4.28 2.37
C39 -27.26 0.27 -0.82
C40 -26.71 -0.43 0.39
C41 -25.24 0.08 0.75
O12 -27.52 -0.19 1.51
H104 -28.21 -0.25 -1.06
H105 -26.60 0.23 -1.67
H106 -27.51 1.29 -0.57
H107 -26.59 -1.52 0.15
H108 -25.23 1.13 1.10
H109 -24.58 0.11 -0.11
H110 -24.71 -0.47 1.55
H111 -27.19 -0.71 2.26

No. 2
The following is a quantum chemistry calculation of a 14-piece molecular cluster, C41H119N9O14 overall in a non-equilibrium geometry, from the OMol25 dataset.

Summary:
Multiplicity: 2
M (Da): 962.5
Total energy (a.u.): -3179.295314
Gap between HOMO and LUMO (spin up / spin down) (Eh): 0.05534 / 0.32529
Relative energy (zero: lowest compared OMol25 entry of this formula, charge and spin) (kcal per mole): 0.00
Charge: -1

Positions of all 183 atoms, in Å:
C1 27.29 10.23 21.04
C2 26.27 10.44 19.90
C3 26.68 11.43 18.80
O1 25.54 11.54 17.90
C4 25.81 12.34 16.71
N1 25.94 9.18 19.30
H1 26.79 9.67 21.83
H2 27.62 11.21 21.38
H3 28.11 9.62 20.67
H4 25.36 10.76 20.41
H5 27.61 11.03 18.40
H6 26.86 12.43 19.20
H7 25.02 12.18 15.99
H8 26.79 12.08 16.31
H9 25.68 13.38 17.01
H10 25.25 9.31 18.58
H11 26.72 8.71 18.86
C5 29.66 5.39 19.41
C6 28.76 6.56 19.22
C7 28.52 6.89 17.67
O2 27.73 8.10 17.62
C8 27.11 8.31 16.37
N2 27.53 6.45 20.03
H12 30.66 5.56 19.01
H13 29.24 4.52 18.91
H14 29.67 5.09 20.45
H15 29.39 7.36 19.61
H16 27.97 6.11 17.16
H17 29.49 7.03 17.18
H18 26.48 9.19 16.24
H19 26.57 7.44 16.00
H20 27.91 8.53 15.67
H21 27.86 6.28 20.96
H22 27.13 7.37 20.14
C9 29.60 15.28 12.51
C10 29.65 14.82 13.95
C11 29.59 13.27 14.14
O3 28.20 12.71 14.16
C12 27.72 12.51 12.80
N3 30.89 15.34 14.54
H23 30.02 16.28 12.36
H24 28.63 15.18 12.02
H25 30.22 14.68 11.83
H26 28.88 15.27 14.58
H27 29.84 13.08 15.18
H28 30.31 12.68 13.57
H29 27.25 13.41 12.39
H30 26.96 11.74 12.84
H31 28.44 12.09 12.10
H32 31.62 14.86 14.03
H33 30.93 15.02 15.50
C13 18.93 5.33 10.08
C14 19.47 6.68 10.52
C15 20.10 7.50 9.35
O4 20.69 8.73 9.76
C16 21.60 9.29 8.84
N4 18.41 7.36 11.16
H34 18.08 5.50 9.42
H35 18.64 4.65 10.87
H36 19.62 4.72 9.50
H37 20.12 6.48 11.38
H38 19.37 7.77 8.59
H39 20.90 6.90 8.92
H40 21.91 10.31 9.07
H41 21.06 9.39 7.89
H42 22.54 8.76 8.65
H43 18.67 8.33 11.05
H44 17.63 7.27 10.52
C17 22.21 11.20 19.06
C18 22.06 10.92 17.57
C19 21.90 12.22 16.70
O5 20.72 12.97 17.11
C20 20.57 14.16 16.40
N5 23.20 10.07 17.31
H45 21.59 12.01 19.44
H46 23.21 11.59 19.24
H47 21.98 10.36 19.71
H48 21.13 10.37 17.44
H49 21.77 11.96 15.65
H50 22.81 12.81 16.81
H51 19.99 14.00 15.50
H52 21.45 14.62 15.94
H53 19.91 14.81 16.99
H54 23.02 9.67 16.40
H55 24.01 10.67 17.35
C21 20.26 8.77 13.95
C22 20.62 10.03 13.11
C23 22.13 10.06 12.85
O6 22.88 9.83 14.07
C24 24.30 9.78 13.88
N6 19.81 10.08 11.90
H56 20.81 8.78 14.89
H57 20.39 7.81 13.45
H58 19.20 8.82 14.18
H59 20.43 10.89 13.75
H60 22.44 10.97 12.35
H61 22.35 9.22 12.19
H62 24.63 8.97 13.23
H63 24.82 9.71 14.83
H64 24.58 10.74 13.44
H65 20.03 10.82 11.25
H66 20.14 9.29 11.36
C25 25.17 2.81 16.93
C26 25.69 4.17 17.36
C27 24.78 5.41 17.09
O7 24.56 5.60 15.68
C28 23.67 6.61 15.32
N7 26.01 4.03 18.79
H67 25.85 2.01 17.22
H68 25.06 2.70 15.85
H69 24.20 2.68 17.39
H70 26.57 4.25 16.72
H71 25.15 6.35 17.49
H72 23.85 5.25 17.62
H73 24.00 7.51 15.84
H74 22.68 6.31 15.68
H75 23.53 6.86 14.27
H76 26.71 3.30 18.80
H77 26.53 4.86 19.02
C29 18.40 10.88 6.94
C30 18.09 11.49 8.33
C31 17.14 10.69 9.16
O8 15.95 10.25 8.44
C32 14.98 11.30 8.45
N8 19.38 11.62 9.05
H78 17.53 11.08 6.32
H79 18.65 9.82 7.05
H80 19.17 11.45 6.44
H81 17.67 12.49 8.19
H82 16.82 11.29 10.01
H83 17.65 9.79 9.52
H84 15.25 12.29 8.10
H85 14.54 11.37 9.44
H86 14.18 10.92 7.80
H87 19.70 10.67 9.11
H88 20.05 12.07 8.44
C33 18.62 14.75 12.85
C34 18.84 14.20 11.41
C35 19.48 15.35 10.56
O9 18.53 16.47 10.44
C36 18.98 17.50 9.59
N9 19.70 13.06 11.45
H89 17.84 15.52 12.85
H90 19.52 15.21 13.23
H91 18.13 14.03 13.51
H92 17.95 13.86 10.88
H93 19.77 14.83 9.65
H94 20.36 15.72 11.08
H95 19.88 17.95 10.02
H96 18.18 18.22 9.45
H97 19.30 17.12 8.62
H98 19.71 12.68 10.51
H99 19.08 12.36 11.83
C37 15.60 8.54 12.72
O10 16.60 7.83 13.39
H100 15.36 8.11 11.75
H101 14.71 8.80 13.29
H102 16.00 9.52 12.44
H103 17.33 7.69 12.78
C38 23.14 13.34 10.67
O11 22.49 13.71 11.83
H104 23.91 12.61 10.92
H105 22.43 13.03 9.90
H106 23.70 14.13 10.18
H107 21.54 13.61 11.76
C39 28.45 8.97 12.67
O12 27.13 8.34 12.72
H108 28.83 9.18 13.67
H109 29.24 8.33 12.28
H110 28.38 9.94 12.18
H111 27.25 7.44 13.02
C40 17.27 7.01 16.73
O13 16.77 8.11 16.04
H112 18.20 6.78 16.21
H113 17.51 7.26 17.76
H114 16.59 6.17 16.66
H115 16.59 7.83 15.14
C41 17.52 11.27 14.68
O14 17.75 11.28 13.30
H116 16.94 10.38 14.92
H117 18.37 11.34 15.36
H118 16.77 12.02 14.94
H119 18.35 10.58 13.05

No. 3
The following is a quantum chemistry calculation of C41H20F4N8V as an isolated structure in a non-equilibrium geometry, from the OMol25 dataset.

Summary:
Multiplicity: 4
M (Da): 751.6
Total energy (a.u.): -3355.885652
Gap between HOMO and LUMO (spin up / spin down) (Eh): 0.24029 / 0.20087
Relative energy (zero: lowest compared OMol25 entry of this formula, charge and spin) (kcal per mole): 0.00
Charge: 0

Positions of all 74 atoms, in Å:
V1 0.80 0.56 -0.95
C1 4.49 2.64 0.03
C2 3.19 2.41 -0.32
N1 2.75 1.19 -0.57
C3 3.64 0.19 -0.63
C4 4.96 0.31 -0.37
C5 5.40 1.62 -0.05
C6 5.82 -0.82 -0.48
C7 5.35 -2.05 -0.76
C8 3.93 -2.22 -0.91
C9 3.09 -1.11 -0.79
N2 1.72 -1.14 -0.87
C10 0.83 -2.14 -0.47
C11 1.18 -3.31 0.21
C12 0.22 -4.25 0.58
C13 -1.09 -4.08 0.27
C14 -1.46 -2.90 -0.47
C15 -2.83 -2.66 -0.75
C16 -3.11 -1.56 -1.50
C17 -2.18 -0.53 -1.59
N3 -0.92 -0.66 -1.21
C18 -0.53 -1.90 -0.74
H1 4.80 3.66 0.26
H2 2.35 3.11 -0.37
H3 6.48 1.79 0.30
H4 6.90 -0.65 -0.37
H5 6.04 -2.86 -0.95
H6 3.52 -3.17 -1.22
H7 2.19 -3.39 0.58
H8 0.50 -5.11 1.17
H9 -1.88 -4.79 0.51
H10 -3.67 -3.31 -0.51
H11 -4.14 -1.37 -1.82
H12 -2.46 0.50 -2.00
C19 1.17 0.35 -5.20
C20 0.57 1.53 -5.66
C21 0.09 2.48 -4.77
C22 0.23 2.16 -3.40
N4 0.85 1.06 -2.95
C23 1.30 0.15 -3.87
C24 -0.15 3.14 -2.34
C25 -0.48 4.46 -2.53
C26 -0.67 5.27 -1.41
C27 -0.59 4.70 -0.13
C28 -0.27 3.37 0.04
C29 -0.01 2.57 -1.05
H13 1.42 -0.42 -5.92
H14 0.46 1.77 -6.70
H15 -0.25 3.47 -5.03
H16 1.70 -0.71 -3.41
H17 -0.57 4.98 -3.47
H18 -1.03 6.26 -1.52
H19 -0.81 5.31 0.70
H20 -0.23 2.92 1.00
F1 -2.21 -0.25 1.22
C30 -2.49 -0.54 2.50
C31 -3.78 -0.32 2.84
F2 -4.61 0.19 1.93
C32 -4.29 -0.71 4.12
C33 -3.31 -1.00 5.07
C34 -2.01 -1.16 4.67
F3 -1.19 -1.36 5.72
C35 -1.50 -0.93 3.40
C36 -0.08 -1.02 3.14
C37 0.36 -0.24 2.06
N5 0.57 0.48 1.18
C38 0.83 -1.72 3.98
N6 1.55 -2.46 4.51
F4 -3.72 -1.28 6.28
C39 -5.71 -0.76 4.31
C40 -6.34 -0.99 5.53
N7 -6.91 -1.21 6.52
C41 -6.59 -0.74 3.20
N8 -7.18 -0.78 2.22